[1]
# C2H7FO4P

C2H7FO4P as an isolated structure at a distorted geometry (ωB97M-V/def2-TZVPD, the OMol25 dataset).

```
! wB97M-V def2-TZVPD RIJCOSX def2/J DEFGRID3
* xyz 1 1
C 0.47 2.19 1.00
C 1.18 -1.78 -1.04
O -1.72 -0.51 1.40
O 0.63 0.72 0.88
O 0.02 -1.51 -0.17
O -1.72 0.69 -1.14
F -1.91 -0.37 -1.97
P -0.47 -0.24 0.48
H -0.56 2.48 0.63
H 1.21 2.75 0.40
H 0.88 2.45 1.97
H 1.51 -2.67 -0.54
H 1.95 -0.92 -1.05
H 0.86 -2.12 -1.99
H -2.32 -1.17 1.15
*
```

The highest occupied orbital energy comes out at -0.545 hartree. The calculated total energy is -22371.949 eV. The HOMO-LUMO gap is 9.845 eV. As for the energy above the lowest of the compared OMol25 structures with the same formula, charge and spin: 77.8 kcal/mol.

[2]
# C46H49F3GeN4O6RbS

C46H49F3GeN4O6RbS as an isolated structure (ωB97M-V/def2-TZVPD, the OMol25 dataset).

```
! wB97M-V def2-TZVPD RIJCOSX def2/J DEFGRID3
* xyz 0 2
Rb 1.18 0.99 -0.66
C -1.45 1.27 -4.20
O -0.59 0.40 -3.47
C -0.22 -0.70 -4.27
C 0.69 -1.61 -3.48
O 1.84 -0.97 -2.96
C 2.75 -0.45 -3.92
C 2.67 1.05 -4.01
O 3.10 1.56 -2.77
C 3.08 2.97 -2.69
H -2.38 0.76 -4.47
H -1.68 2.11 -3.56
H -0.95 1.62 -5.11
H -1.10 -1.27 -4.58
H 0.28 -0.35 -5.18
H 0.16 -2.00 -2.61
H 0.98 -2.45 -4.12
H 3.75 -0.73 -3.57
H 2.58 -0.91 -4.90
H 3.31 1.42 -4.83
H 1.63 1.36 -4.22
H 3.74 3.41 -3.44
H 2.06 3.36 -2.84
H 3.43 3.24 -1.70
N -0.19 2.93 3.60
C -0.26 4.25 3.25
C -0.35 4.26 1.89
N -0.33 2.98 1.41
C -0.25 2.20 2.46
C -0.30 0.75 2.47
N -1.03 -0.01 1.67
C -0.86 -1.29 2.14
C -0.03 -1.30 3.21
N 0.32 0.01 3.42
H -0.16 2.55 4.53
H -0.23 5.04 3.98
H -0.40 5.11 1.24
H -1.34 -2.13 1.66
H 0.35 -2.10 3.83
H 1.17 0.33 3.87
C -4.74 3.54 4.11
C -4.49 4.37 3.03
C -4.01 3.85 1.84
C -3.77 2.48 1.71
C -4.01 1.65 2.81
C -4.50 2.17 4.00
Ge -2.94 1.74 0.11
C -2.93 3.10 -1.33
C -3.99 3.23 -2.23
C -3.92 4.11 -3.30
C -2.79 4.89 -3.49
C -1.73 4.79 -2.60
C -1.80 3.90 -1.53
C -3.82 0.10 -0.49
C -3.11 -0.74 -1.34
C -3.65 -1.95 -1.76
C -4.92 -2.32 -1.34
C -5.64 -1.49 -0.50
C -5.10 -0.29 -0.08
H -5.11 3.94 5.04
H -4.67 5.44 3.12
H -3.81 4.51 1.00
H -3.81 0.59 2.73
H -4.69 1.52 4.84
H -4.88 2.61 -2.10
H -4.75 4.19 -3.99
H -2.73 5.58 -4.32
H -0.84 5.40 -2.73
H -0.97 3.81 -0.84
H -2.11 -0.46 -1.67
H -3.08 -2.60 -2.42
H -5.35 -3.26 -1.67
H -6.63 -1.78 -0.17
H -5.67 0.36 0.59
O 1.78 -1.44 0.27
S 3.14 -1.68 -0.30
C 4.29 -1.84 1.10
C 4.07 -2.99 2.02
C 5.04 -3.97 2.19
C 4.83 -5.04 3.05
C 3.63 -5.14 3.75
C 2.66 -4.16 3.59
C 2.88 -3.09 2.74
C 3.12 -3.42 -0.92
C 2.18 -4.37 -0.23
C 2.67 -5.54 0.34
C 1.83 -6.44 0.96
C 0.46 -6.18 1.03
C -0.04 -5.02 0.46
C 0.81 -4.12 -0.17
H 4.15 -0.86 1.58
H 5.28 -1.85 0.64
H 5.98 -3.89 1.65
H 5.59 -5.79 3.18
H 3.46 -5.97 4.42
H 1.72 -4.24 4.12
H 2.13 -2.32 2.59
H 4.15 -3.79 -0.87
H 2.85 -3.28 -1.97
H 3.74 -5.74 0.31
H 2.23 -7.34 1.40
H -0.20 -6.88 1.52
H -1.10 -4.81 0.50
H 0.41 -3.21 -0.59
F 2.83 4.11 2.41
C 3.19 3.42 1.32
F 2.25 3.68 0.36
F 4.34 3.94 0.88
C 3.24 1.87 1.52
O 2.77 1.43 2.58
O 3.65 1.29 0.51
*
```

The highest occupied orbital energy (alpha / beta) comes out at -0.227 / -0.296 hartree. The calculated total energy is -142902.018 eV. The HOMO-LUMO gap (alpha / beta) is 6.284 / 8.173 eV. As for the energy above the lowest of the compared OMol25 structures with the same formula, charge and spin: 4.7 kcal/mol.

[3]
# C32H27BrCsGeIN4O3S2

C32H27BrCsGeIN4O3S2 as an isolated structure at a distorted geometry (ωB97M-V/def2-TZVPD, the OMol25 dataset).

```
! wB97M-V def2-TZVPD RIJCOSX def2/J DEFGRID3
* xyz -2 1
Cs 2.35 -1.20 -1.25
S 1.82 -4.68 -0.26
C 0.64 -4.07 0.84
S 0.51 -2.40 1.27
C -0.30 -4.97 1.39
C -0.31 -6.36 1.10
N -0.38 -7.49 0.87
C -1.36 -4.54 2.24
N -2.24 -4.27 2.94
Br 7.40 -1.10 3.84
C 7.01 -1.29 2.00
C 8.04 -1.45 1.09
C 7.70 -1.59 -0.25
C 6.36 -1.55 -0.60
N 5.38 -1.39 0.28
C 5.70 -1.26 1.56
H 9.07 -1.48 1.41
H 8.46 -1.72 -1.01
H 6.06 -1.65 -1.64
H 4.88 -1.15 2.27
N -0.09 -3.71 -2.75
C 0.47 -3.03 -3.75
O 1.64 -2.67 -3.77
C -0.35 -2.66 -4.98
I -2.47 -2.52 -4.75
H 0.48 -4.02 -1.95
H -1.07 -3.96 -2.78
H -0.18 -3.41 -5.75
H -0.01 -1.70 -5.32
O 0.55 2.29 -1.38
C 0.74 1.31 -2.13
O 1.83 0.93 -2.61
C -0.52 0.46 -2.42
C -1.25 0.07 -1.14
Ge -1.66 1.55 0.08
C -3.02 0.82 1.32
C -2.98 -0.53 1.65
C -3.81 -1.07 2.63
C -4.73 -0.25 3.28
C -4.78 1.10 2.96
C -3.93 1.63 1.99
C -2.54 3.06 -0.85
C -1.81 4.15 -1.35
C -2.45 5.18 -2.03
C -3.83 5.14 -2.23
C -4.56 4.06 -1.75
C -3.91 3.04 -1.06
C -0.25 2.12 1.31
C -0.14 3.44 1.75
C 0.84 3.80 2.67
C 1.71 2.84 3.17
C 1.59 1.52 2.75
C 0.62 1.17 1.83
H -0.26 -0.42 -3.01
H -1.17 1.10 -3.03
H -0.72 -0.71 -0.58
H -2.23 -0.36 -1.37
H -2.25 -1.20 1.19
H -3.72 -2.12 2.88
H -5.38 -0.66 4.04
H -5.49 1.75 3.47
H -3.99 2.69 1.78
H -0.74 4.15 -1.24
H -1.87 6.01 -2.41
H -4.33 5.94 -2.76
H -5.63 4.02 -1.90
H -4.50 2.21 -0.68
H -0.81 4.20 1.37
H 0.92 4.83 3.00
H 2.47 3.12 3.89
H 2.26 0.76 3.14
H 0.54 0.13 1.53
*
```

The highest occupied orbital energy comes out at -0.067 hartree. The calculated total energy is -202606.638 eV. The HOMO-LUMO gap is 5.077 eV. As for the energy above the lowest of the compared OMol25 structures with the same formula, charge and spin: 21.9 kcal/mol.

[4]
# C5H7NO

One molecule with the formula C5H7NO (ωB97M-V/def2-TZVPD, the OMol25 dataset).

```
! wB97M-V def2-TZVPD RIJCOSX def2/J DEFGRID3
* xyz 0 1
C 1.42 -0.50 1.02
C 0.60 -1.22 0.00
C -0.63 -0.90 -0.42
C -1.43 0.28 0.08
N -1.20 1.49 -0.68
C -0.25 2.02 -1.21
O 0.59 2.63 -1.76
H 1.66 -1.15 1.87
H 2.38 -0.18 0.58
H 0.93 0.40 1.41
H 1.07 -2.10 -0.45
H -1.09 -1.50 -1.20
H -1.22 0.48 1.13
H -2.50 0.06 0.01
*
```

The SMILES is C/C=C\CN=C=O. The highest occupied orbital energy comes out at -0.361 hartree. The calculated total energy is -8835.413 eV. The HOMO-LUMO gap is 10.659 eV. As for the energy above the lowest of the compared OMol25 structures with the same formula, charge and spin: 18.2 kcal/mol.

[5]
# C5H24FN11O5

A 7-piece molecular cluster, C5H24FN11O5 overall at a distorted geometry (ωB97M-V/def2-TZVPD, the OMol25 dataset).

```
! wB97M-V def2-TZVPD RIJCOSX def2/J DEFGRID3
* xyz 1 2
N 0.16 -1.71 -2.58
H 0.76 -1.66 -3.39
H 0.56 -1.28 -1.76
H -0.12 -2.68 -2.46
H -0.68 -1.18 -2.71
F 0.67 -0.71 -0.20
C 3.73 -0.01 1.86
O 4.78 0.06 2.44
N 3.01 1.08 1.68
N 3.19 -1.12 1.57
H 3.70 1.77 1.93
H 2.24 1.07 1.03
H 3.72 -1.95 1.77
H 2.38 -1.09 0.96
C 1.71 2.42 -1.56
O 2.12 3.54 -1.73
N 0.97 2.10 -0.48
N 1.87 1.39 -2.30
H 0.91 2.76 0.28
H 0.84 1.10 -0.38
H 2.65 1.42 -2.94
H 1.59 0.48 -1.96
C -2.01 0.92 -2.47
O -1.27 0.67 -3.43
N -1.63 0.67 -1.27
N -3.29 1.28 -2.66
H -2.20 0.86 -0.45
H -0.72 0.29 -1.05
H -3.58 1.48 -3.60
H -4.09 1.29 -2.04
C -2.20 -2.81 0.46
O -3.17 -3.47 0.21
N -0.93 -3.13 0.29
N -2.31 -1.65 0.94
H -0.69 -3.89 -0.33
H -0.19 -2.47 0.50
H -3.27 -1.36 0.91
H -1.54 -1.05 1.21
C -1.16 1.12 2.53
O -1.39 2.07 1.84
N -0.32 0.22 2.37
N -1.54 1.08 3.79
H 0.25 0.18 1.54
H 0.02 -0.10 3.26
H -2.11 1.83 4.15
H -1.43 0.18 4.23
*
```

The highest occupied orbital energy (alpha / beta) comes out at -0.459 / -0.459 hartree. The calculated total energy is -34914.033 eV. The HOMO-LUMO gap (alpha / beta) is 9.261 / 3.484 eV. As for the energy above the lowest of the compared OMol25 structures with the same formula, charge and spin: 19.5 kcal/mol.

[6]
# C24H12Cl5N5ORuSe3Te

C24H12Cl5N5ORuSe3Te as an isolated structure at a distorted geometry (ωB97M-V/def2-TZVPD, the OMol25 dataset).

```
! wB97M-V def2-TZVPD RIJCOSX def2/J DEFGRID3
* xyz -1 6
Ru -0.02 0.36 -0.99
C -3.41 2.19 0.90
C -3.26 1.86 2.26
C -2.05 1.41 2.68
C -0.98 1.19 1.76
N -1.20 1.40 0.42
C -2.36 1.96 0.06
N 0.18 0.85 2.30
C 1.29 0.56 1.65
N 1.45 0.41 0.30
C 2.75 0.11 0.01
N 3.23 -0.17 -1.19
C 2.53 -0.52 -2.26
C 3.25 -0.74 -3.46
C 2.64 -1.32 -4.54
C 1.30 -1.71 -4.44
C 0.63 -1.42 -3.27
N 1.18 -0.78 -2.23
C 3.50 0.10 1.23
C 4.83 -0.14 1.53
C 5.22 -0.14 2.85
C 4.30 0.09 3.88
C 2.97 0.33 3.60
C 2.57 0.35 2.27
H -4.33 2.62 0.52
H -4.09 1.99 2.95
H -1.84 1.20 3.72
H -2.46 2.27 -0.98
H 4.29 -0.44 -3.47
H 3.18 -1.48 -5.47
H 0.79 -2.20 -5.24
H -0.41 -1.72 -3.16
H 5.54 -0.34 0.73
H 6.25 -0.31 3.11
H 4.64 0.06 4.90
H 2.24 0.49 4.39
Cl -5.43 -1.73 2.96
C -4.38 -1.45 1.64
C -3.04 -1.82 1.72
Cl -2.42 -2.50 3.17
C -2.21 -1.64 0.63
Cl -0.53 -1.99 0.67
C -2.68 -1.07 -0.58
O -1.91 -0.93 -1.58
C -4.02 -0.62 -0.59
Cl -4.49 0.26 -1.99
C -4.85 -0.82 0.49
Cl -6.48 -0.30 0.41
Se 1.27 2.75 -1.86
Se 0.55 2.46 -3.98
Te -1.53 1.09 -3.23
Se -2.20 -0.07 -5.20
*
```

The highest occupied orbital energy (alpha / beta) comes out at -0.116 / -0.170 hartree. The calculated total energy is -303110.247 eV. The HOMO-LUMO gap (alpha / beta) is 5.449 / 4.883 eV. As for the energy above the lowest of the compared OMol25 structures with the same formula, charge and spin: 7.4 kcal/mol.

What is the calculated total energy in the fifth record? -34914.033 eV

The lowest calculated total energy belongs to which entry? C24H12Cl5N5ORuSe3Te

Which of these has the highest calculated total energy? C5H7NO

The lowest calculated total energy belongs to which entry? C24H12Cl5N5ORuSe3Te